one.
6
Properties=species:S:1:pos:R:3 method="wB97M-V/def2-TZVPD" homo_lumo_gap_ev=9.0 charge=0 smiles=[O-][N+]#CI.I
O -0.89778 -0.33929 2.24302
N -0.42231 0.39759 1.45760
C -0.00186 0.84693 0.47027
I 1.19798 2.01793 -0.68157
I -0.09694 -1.81219 -2.47371
H 0.22091 -1.11097 -1.01561


two.
6
Properties=species:S:1:pos:R:3 method="wB97M-V/def2-TZVPD" homo_lumo_gap_ev=7.6 charge=0
C -0.41756 -0.48957 0.56672
N 0.22029 0.11917 -0.43568
O -1.48187 -0.15155 0.99806
I -0.60459 2.12080 -1.06477
I 2.13245 -0.22195 -0.96938
H 0.15128 -1.37690 0.90505


three.
6
Properties=species:S:1:pos:R:3 method="wB97M-V/def2-TZVPD" homo_lumo_gap_ev=7.8 charge=0
C -0.14567 -0.28535 0.08644
N -0.50066 0.88133 0.17378
O 1.03502 -0.88759 0.14568
I 2.87058 -0.09623 -0.13577
I -2.36202 1.36834 -0.13102
H -0.89725 -0.98049 -0.13911


What should be chosen as the most stable of them? Choose two.


one.
58
Properties=species:S:1:pos:R:3 method="wB97M-V/def2-TZVPD" homo_lumo_gap_ev=8.7 charge=0 smiles="COCCNC(=O)c1cccc(OC2CCN(Cc3ccccc3C)CC2)c1"
C 1.92507 3.83032 -1.55789
O 2.63531 3.17127 -0.56095
C 4.03168 3.08961 -0.74787
C 4.44299 2.18773 0.46333
N 3.73998 0.77267 0.43386
C 4.27551 -0.32006 0.40487
O 5.44605 -0.46636 0.39814
C 3.38066 -1.38233 0.18624
C 3.76321 -2.58979 0.75903
C 3.00794 -3.75036 0.80960
C 1.65664 -3.41615 0.25303
C 1.19961 -2.31995 -0.44174
O 0.11925 -2.21717 -1.11405
C -0.99760 -3.17586 -0.77472
C -1.53965 -3.30003 0.53881
C -2.22678 -1.82317 0.85577
N -3.07272 -1.32939 -0.29693
C -3.90117 -0.24720 0.09708
C -3.22120 0.85675 0.20338
C -2.89569 1.87832 -1.00643
C -2.26506 2.84338 -0.86691
C -1.69717 3.36008 0.29123
C -2.04477 2.87144 1.35159
C -2.83673 1.56409 1.29367
C -3.12002 1.02631 2.77178
C -2.59565 -1.31824 -1.42927
C -2.02382 -2.72608 -2.01731
C 2.17869 -1.49405 -0.40415
H 0.85355 3.97553 -1.20721
H 2.00085 3.21022 -2.64412
H 2.19132 4.85046 -1.71995
H 4.13945 2.34877 -1.54458
H 4.49966 3.90301 -0.67709
H 4.22633 2.84505 1.34623
H 5.64371 2.08185 0.28833
H 2.73463 1.04405 0.57273
H 4.66493 -2.61415 1.35068
H 3.30903 -4.55192 1.14571
H 1.21167 -4.63365 0.25728
H -0.47245 -4.25820 -1.10542
H -2.45965 -3.83857 0.43571
H -0.67985 -3.43189 1.24381
H -2.78999 -1.85104 1.77373
H -1.43152 -1.15823 0.85113
H -4.40772 -0.57669 1.20834
H -4.88837 -0.10984 -0.43241
H -3.42098 1.45597 -1.81606
H -1.98497 3.42215 -1.89548
H -1.14591 4.32585 0.50677
H -1.69519 3.19011 2.16724
H -2.60956 -0.05564 2.90612
H -4.24460 0.68232 2.81449
H -2.87219 1.88846 3.58698
H -3.40260 -1.04562 -2.09661
H -1.76461 -0.44203 -1.83046
H -2.88445 -3.37809 -1.79393
H -1.52518 -2.54019 -2.85782
H 1.84008 -0.31384 -0.72733


two.
58
Properties=species:S:1:pos:R:3 method="wB97M-V/def2-TZVPD" homo_lumo_gap_ev=9.1 charge=0 smiles="COc1cccc(CC2(CO)CCN(C(=O)NCCc3ccccc3)CC2)c1"
C 5.11080 0.41127 1.88818
O 4.88766 -0.80504 1.21677
C 3.70570 -1.45030 1.41302
C 3.49013 -2.57902 0.62140
C 2.32393 -3.30089 0.75538
C 1.35173 -2.90303 1.65859
C 1.54590 -1.77582 2.44505
C 0.47763 -1.32224 3.40013
C -0.50888 -0.27775 2.80862
C -1.58920 0.00853 3.87787
O -2.45395 -1.06962 4.13366
C 0.24744 1.02164 2.49376
C -0.55963 1.99985 1.63920
N -1.00406 1.34211 0.42436
C -0.07929 1.31038 -0.59923
O 0.90383 2.02915 -0.59652
N -0.33507 0.43731 -1.62529
C 0.38420 0.59377 -2.86882
C -0.24011 1.67181 -3.77550
C -1.67091 1.33447 -4.07465
C -2.68743 1.76493 -3.22875
C -4.00197 1.40026 -3.46233
C -4.31848 0.60080 -4.54734
C -3.31390 0.16860 -5.39687
C -1.99983 0.52971 -5.15867
C -1.89656 0.24641 0.73777
C -1.16200 -0.83441 1.53355
C 2.73634 -1.06548 2.33137
H 6.07135 0.77482 1.52653
H 5.16593 0.27010 2.97292
H 4.33431 1.14596 1.65259
H 4.25424 -2.86742 -0.08239
H 2.16569 -4.17983 0.14821
H 0.44149 -3.47673 1.75515
H 0.94304 -0.88235 4.28610
H -0.09257 -2.20121 3.71249
H -2.24344 0.81575 3.54543
H -1.09626 0.33518 4.80558
H -1.94660 -1.79452 4.51467
H 0.55321 1.50798 3.42254
H 1.14126 0.77330 1.92009
H 0.07164 2.84229 1.35307
H -1.43813 2.37711 2.16809
H -1.27847 0.09970 -1.73367
H 0.38926 -0.37280 -3.37954
H 1.40650 0.87901 -2.61472
H 0.34100 1.73149 -4.69654
H -0.17587 2.62959 -3.25680
H -2.44550 2.39601 -2.38441
H -4.78114 1.74304 -2.79691
H -5.34434 0.31829 -4.73221
H -3.55558 -0.45214 -6.24740
H -1.21851 0.18881 -5.82335
H -2.32609 -0.18637 -0.16692
H -2.72328 0.65703 1.32477
H -1.86579 -1.62334 1.80509
H -0.38740 -1.25788 0.89172
H 2.90141 -0.21677 2.97676


What should be chosen as the most stable of them? Choose two.


one.
20
Properties=species:S:1:pos:R:3 method="wB97M-V/def2-TZVPD" homo_lumo_gap_ev=7.3 charge=0
C -0.96186 0.09065 -0.27860
C -2.04802 -0.95907 -0.28485
C 0.40790 -0.34056 -0.38679
C 1.39623 0.66985 -0.31254
N 0.81940 -1.71872 -0.37645
N 1.04717 1.89580 0.06210
N 2.70682 0.33289 -0.63429
N -1.13039 0.99450 1.20196
H -1.20116 0.94241 -0.91929
H 0.44375 -2.27026 -1.13679
H 0.66180 -2.21564 0.49410
H 1.79943 2.56988 -0.02749
H -0.27326 1.63868 0.98245
H 3.42088 0.81525 -0.11004
H 2.84453 -0.66773 -0.69522
H -0.96202 0.41071 2.01565
H -1.99925 1.51406 1.30452
H -1.87040 -1.72629 0.47141
H -3.03237 -0.51943 -0.11317
H -2.06919 -1.45697 -1.25665


two.
20
Properties=species:S:1:pos:R:3 method="wB97M-V/def2-TZVPD" homo_lumo_gap_ev=9.9 charge=0 smiles=N#CC(N)N.CNC
N -2.01726 0.15379 -1.27103
C -1.20133 0.76850 -0.70640
C -0.68897 1.93563 0.05538
N -0.45766 3.02297 -0.88041
N 0.54735 1.67138 0.76392
H -1.46166 2.14738 0.82239
H -1.32284 3.29452 -1.33823
H -0.08499 3.82471 -0.38215
H 0.52908 0.73015 1.16192
H 1.31424 1.69482 0.09441
C -0.62462 -2.34784 0.40256
N 0.28397 -1.24622 0.16822
C 1.67386 -1.66619 0.10945
H -0.32576 -3.30741 -0.03492
H -1.61757 -2.12414 0.00846
H -0.72169 -2.49142 1.48351
H 0.03479 -0.73673 -0.81381
H 1.99910 -1.91277 1.12934
H 1.84803 -2.55963 -0.51541
H 2.29392 -0.85151 -0.25720


What should be chosen as the most stable of them? Choose one.